1.
Computed, not measured: a cluster of 2 separate species, C3H10N3O2 in total, with ωB97M-V/def2-TZVPD.

Last column: Löwdin charge in e.
Cartesian coordinates (Å):
N: 3.22903 1.16185 -0.92117  0.204
C: 2.10194 1.12623 -0.18118  -0.630
O: 0.98755 1.69755 -0.75022  0.079
O: 2.00354 0.70641 0.94164  0.083
H: 4.01883 0.65413 -0.56002  0.130
H: 3.17062 1.25974 -1.92470  0.122
H: 0.98215 1.61325 -1.71132  0.126
C: -1.60128 -1.50125 0.24184  -0.182
C: -1.74304 -0.19602 0.44635  -0.095
N: -0.77082 0.48521 1.31713  0.173
N: -2.47061 -2.32463 -0.42964  0.086
H: -0.78024 -2.02447 0.72221  0.134
H: -2.51774 0.46591 0.08670  0.125
H: -1.20925 1.07079 2.02844  0.173
H: -0.17645 -0.18673 1.81334  0.156
H: -0.11847 1.08937 0.79956  0.102
H: -3.00907 -1.88843 -1.16025  0.105
H: -2.09671 -3.20894 -0.75869  0.109

Calculated values
- Kohn-Sham gap (eV) = 10.045
- charge = +1
- LUMO (eV) = -2.887
- HOMO (eV) = -12.93


2.
Computed, not measured: a cluster of 2 separate species, C3H10N3O2 in total in a non-equilibrium geometry, with ωB97M-V/def2-TZVPD.

Last column: Mulliken spin population.
Cartesian coordinates (Å):
C: 1.49335 -0.15193 1.47006  0.064
C: 1.05506 -0.43570 0.21479  0.366
N: 2.10061 -0.91153 -0.72148  0.003
N: 0.71536 0.36459 2.48791  0.460
H: 2.55706 -0.32919 1.72435  0.000
H: 0.03704 -0.41041 -0.12842  0.092
H: 2.47227 -0.15080 -1.29091  0.017
H: 2.85264 -1.30971 -0.22550  0.005
H: 1.73484 -1.61439 -1.34013  0.005
H: -0.27527 0.31453 2.27483  -0.011
H: 0.93713 0.08650 3.44733  -0.009
N: -2.47383 0.79800 -0.30166  0.005
C: -2.04281 0.12819 -1.42713  -0.003
O: -2.12821 0.90756 -2.57684  0.000
O: -1.61605 -1.01597 -1.48273  0.006
H: -2.36433 1.79659 -0.22050  -0.001
H: -2.31450 0.27274 0.53886  0.000
H: -2.74036 1.66093 -2.44285  0.000

Calculated values
- Kohn-Sham gap (alpha / beta) (eV) = 8.455 / 4.307
- charge = +2
- LUMO (alpha / beta) (eV) = -9.181 / -13.280
- HOMO (alpha / beta) (eV) = -17.64 / -17.59
- <S²> = 0.776
- multiplicity = 2


3.
Computed, not measured: an isolated molecule of C3H10N3O2P in a non-equilibrium geometry, with ωB97M-V/def2-TZVPD.

Last column: Löwdin charge in e.
Cartesian coordinates (Å):
C: 1.70683 0.21810 0.52778  -0.567
C: 1.60377 1.61675 0.94004  -0.021
C: 0.52496 -1.85356 -0.39407  -0.119
N: -2.15772 -1.16192 0.56046  -0.081
N: -1.42384 0.81214 -1.12943  -0.025
N: 0.57419 -0.52964 0.25344  -0.124
O: 2.83038 -0.20734 0.44168  0.066
O: -1.21568 0.94846 1.55091  -0.298
P: -1.11648 0.12409 0.35151  0.439
H: 1.68628 1.68946 1.99140  0.089
H: 0.78498 1.98182 0.46066  0.014
H: 2.38130 2.29057 0.46777  0.120
H: -0.42486 -2.37062 -0.26166  0.041
H: 0.78076 -1.80031 -1.48001  0.087
H: 1.30802 -2.59564 0.01356  0.109
H: -2.60610 -1.68447 -0.19184  0.064
H: -2.18774 -1.60541 1.49962  0.091
H: -0.99204 0.84350 -1.96933  0.011
H: -2.25064 1.46214 -0.96988  0.104

Calculated values
- Kohn-Sham gap (eV) = 9.917
- LUMO (eV) = 0.522
- HOMO (eV) = -9.39
- structure (SMILES) = CC(=O)N(C)P(N)(N)=O


4.
Computed, not measured: a cluster of 2 separate species, C3H10N3O3S in total in a non-equilibrium geometry, with ωB97M-V/def2-TZVPD.

Last column: Löwdin charge in e.
Cartesian coordinates (Å):
C: 2.33248 0.24175 0.04408  -0.381
C: -3.56338 -0.47104 -0.21115  -0.161
C: -2.17833 -0.78176 0.18521  -0.183
N: 1.96565 1.47895 -0.23750  0.232
N: 3.17424 -0.42497 -0.75092  0.211
N: 2.03481 -0.38596 1.22655  0.026
O: -0.38389 1.20770 1.19353  -0.430
O: -0.49265 0.82472 -1.18760  -0.382
O: 2.26273 -1.66836 1.30474  0.051
S: -1.22571 1.01797 0.01585  0.850
H: -4.06039 -0.91259 -1.10324  0.100
H: -4.26341 -0.38069 0.61671  0.085
H: -3.57916 0.59925 -0.71428  0.100
H: -1.48188 -1.27036 -0.56681  0.114
H: -1.95290 -0.96707 1.19717  0.067
H: 2.06696 1.68156 -1.17154  0.104
H: 1.20100 1.91454 0.29876  0.104
H: 3.39427 -0.23006 -1.76142  0.177
H: 3.30014 -1.40989 -0.36733  0.151
H: 1.44942 -0.06370 1.98919  0.165

Calculated values
- Kohn-Sham gap (alpha / beta) (eV) = 7.513 / 8.369
- charge = +1
- LUMO (alpha / beta) (eV) = -5.699 / -6.144
- HOMO (alpha / beta) (eV) = -13.21 / -14.51


Energy relative to the best compared isomer or geometry (same formula, charge and spin) for every record listed, in sequence, given in kcal per mole: 34.7; 28.3; 0.0; 49.6.